{"formula": "C17H27O2S", "method": "ωB97M-V with the def2-TZVPD basis set", "charge": 1, "orbital_gap_ev": 8.626, "symbols": ["C", "C", "O", "C", "C", "S", "C", "C", "O", "H", "H", "H", "H", "H", "H", "H", "H", "H", "H", "H", "H", "C", "C", "C", "C", "C", "C", "C", "C", "C", "C", "C", "H", "H", "H", "H", "H", "H", "H", "H", "H", "H", "H", "H", "H", "H", "H"], "coordinates": [[-4.50464, -2.29684, 2.04042], [-3.26402, -1.89609, 2.76223], [-2.26780, -1.63147, 1.78019], [-1.15408, -1.02478, 2.27991], [-0.08366, -0.72019, 1.25625], [1.51107, -0.78348, 2.05239], [1.47831, -2.18234, 3.30097], [2.43010, -1.65064, 0.70228], [-1.04622, -0.67536, 3.45380], [-5.22246, -2.45556, 2.82952], [-4.89768, -1.50596, 1.40391], [-4.34246, -3.19097, 1.45088], [-3.48616, -1.02580, 3.36882], [-2.81643, -2.63524, 3.42754], [-0.06067, -1.57489, 0.50844], [0.74718, -1.92986, 4.08884], [1.30307, -3.18471, 2.86266], [2.48810, -2.14399, 3.74300], [2.30890, -1.05748, -0.22466], [3.48406, -1.60149, 1.02839], [2.09849, -2.70221, 0.58598], [-1.98842, 0.73079, -0.08529], [-0.46174, 0.65739, 0.07557], [0.40963, 1.15151, -1.01724], [1.12225, 2.39213, -0.96608], [0.80303, 3.48424, 0.02665], [2.00864, 2.69777, -2.00685], [2.15001, 1.89484, -3.14741], [3.29135, 2.09129, -4.10387], [1.31875, 0.77874, -3.27396], [0.41611, 0.43598, -2.25833], [-0.64137, -0.60234, -2.53520], [-2.48080, 1.42205, 0.64060], [-2.27087, 1.16202, -1.07252], [-2.42517, -0.29816, 0.02562], [-0.18246, 1.04267, 1.06702], [1.56359, 4.26920, -0.07954], [-0.16503, 4.00564, -0.10550], [0.87652, 3.11088, 1.04894], [2.61671, 3.59981, -1.88529], [3.26286, 1.27271, -4.83547], [3.13238, 3.05709, -4.60022], [4.29291, 2.10435, -3.63298], [1.38560, 0.10517, -4.12739], [-0.33370, -1.17581, -3.42190], [-0.73964, -1.30044, -1.69687], [-1.66415, -0.22018, -2.73431]]}

---

{"formula": "C28H48AsN3O10OsS2Si", "method": "ωB97M-V with the def2-TZVPD basis set", "s_squared": 6.02, "orbital_gap_ev": [7.810, 5.824], "spin_multiplicity": 5, "symbols": ["Os", "O", "As", "O", "O", "C", "C", "C", "C", "C", "C", "S", "O", "O", "O", "H", "H", "H", "H", "H", "C", "C", "C", "C", "O", "Si", "S", "O", "C", "C", "C", "C", "O", "C", "C", "C", "C", "H", "H", "H", "H", "H", "H", "H", "H", "H", "H", "H", "H", "H", "H", "H", "H", "H", "H", "H", "H", "H", "H", "H", "H", "H", "H", "H", "N", "C", "N", "O", "H", "H", "H", "H", "C", "N", "C", "C", "C", "C", "C", "C", "C", "C", "H", "H", "H", "H", "H", "H", "H", "H", "H", "H", "H", "H"], "coordinates": [[-0.01045, 0.33609, 0.94877], [-0.07874, -4.12523, 2.39535], [-0.78984, -2.53257, 2.51518], [-0.61456, -1.85959, 3.97410], [-0.16930, -1.71520, 1.16524], [-2.64489, -2.91435, 2.10721], [-3.55913, -2.94607, 3.15345], [-4.87461, -3.32317, 2.91576], [-5.28430, -3.67911, 1.63987], [-4.38816, -3.63693, 0.57957], [-3.07993, -3.24983, 0.83435], [-1.93884, -3.14370, -0.55999], [-2.77521, -2.95006, -1.73815], [-1.06302, -4.30343, -0.47849], [-0.50943, 0.84912, -2.13802], [-0.04123, -4.39149, 1.46196], [-3.22577, -2.66658, 4.14590], [-5.58274, -3.34153, 3.73340], [-6.30598, -3.98708, 1.46266], [-4.69459, -3.88921, -0.42671], [1.84801, -1.99985, -2.60681], [1.42957, -0.55362, -2.36664], [2.17838, 0.39977, -3.28614], [-0.07435, -0.43422, -2.57156], [1.65494, -0.23478, -0.99671], [2.99437, 0.14972, -0.12833], [2.11133, 0.61304, 1.73522], [4.08404, -1.05472, -0.08556], [4.28240, -2.20355, 0.76199], [4.86331, -1.74597, 2.09306], [5.28006, -3.08323, 0.01904], [2.95896, -2.93136, 0.95960], [3.67176, 1.43797, -0.84722], [4.96111, 2.05427, -0.74473], [5.30876, 2.25428, 0.72595], [6.00015, 1.18267, -1.43870], [4.82479, 3.39503, -1.45417], [1.66483, -2.29009, -3.64268], [1.29140, -2.66823, -1.94928], [2.91225, -2.11284, -2.39840], [1.88688, 0.21058, -4.32008], [3.25444, 0.25735, -3.19471], [1.94846, 1.43353, -3.03308], [-0.30069, -0.56916, -3.63548], [-1.47427, 0.87079, -2.19680], [-0.56838, -1.22539, -2.00293], [5.79249, -1.19824, 1.92830], [5.07994, -2.61093, 2.72085], [4.16235, -1.10488, 2.62589], [6.20078, -2.53116, -0.17056], [4.86487, -3.40267, -0.93683], [5.51898, -3.96869, 0.60811], [2.23005, -2.28932, 1.45512], [3.10389, -3.81986, 1.57526], [2.55169, -3.23973, -0.00269], [5.39777, 1.29172, 1.23286], [4.52837, 2.83060, 1.22218], [6.25790, 2.78205, 0.82676], [6.06611, 0.20815, -0.95903], [6.97769, 1.66451, -1.40139], [5.72773, 1.03434, -2.48444], [4.07046, 4.00578, -0.95857], [4.51933, 3.23943, -2.48879], [5.77348, 3.93220, -1.44621], [-2.98596, 1.96324, -0.61727], [-3.09804, 0.70098, -0.17552], [-4.32412, 0.13389, -0.26215], [-2.14618, 0.04077, 0.29511], [-3.80136, 2.49238, -0.87024], [-2.13045, 2.46490, -0.41645], [-5.02881, 0.54339, -0.84855], [-4.37028, -0.86092, -0.11392], [-3.09919, 1.22393, 3.01456], [-2.36206, 2.08284, 3.90455], [-3.10490, 3.27234, 4.24589], [-0.97951, 2.30042, 3.50479], [-0.72363, 3.03876, 2.19442], [-0.88188, 4.42326, 2.15410], [-0.61609, 5.15514, 1.00577], [-0.14372, 4.50518, -0.12448], [0.03597, 3.12831, -0.09809], [-0.27682, 2.37065, 1.04116], [-4.04795, 0.94640, 3.47883], [-2.53117, 0.30898, 2.83314], [-3.32518, 1.69909, 2.04580], [-4.01994, 2.98595, 4.76815], [-3.39551, 3.87920, 3.37233], [-2.51497, 3.89821, 4.91638], [-0.49811, 1.31477, 3.47103], [-0.49216, 2.85807, 4.30936], [-1.19261, 4.94469, 3.05086], [-0.74482, 6.22926, 1.00616], [0.10557, 5.06575, -1.01648], [0.43240, 2.62682, -0.97900]]}

---

{"formula": "C27H41N4O6PdSSbSi3", "method": "ωB97M-V with the def2-TZVPD basis set", "orbital_gap_ev": 6.885, "symbols": ["Pd", "N", "C", "C", "C", "C", "C", "C", "S", "O", "O", "N", "C", "N", "C", "C", "C", "N", "H", "H", "H", "H", "H", "H", "H", "H", "H", "O", "C", "O", "C", "C", "C", "C", "O", "C", "O", "C", "C", "H", "H", "H", "H", "H", "C", "Si", "C", "C", "Sb", "Si", "C", "C", "C", "Si", "C", "C", "C", "H", "H", "H", "H", "H", "H", "H", "H", "H", "H", "H", "H", "H", "H", "H", "H", "H", "H", "H", "H", "H", "H", "H", "H", "H", "H", "H"], "coordinates": [[1.02834, 0.84509, -0.11127], [-0.82744, -4.66700, 3.30014], [-0.57423, -4.09797, 2.06873], [0.62128, -3.40416, 1.85849], [0.84987, -2.75846, 0.66843], [-0.09535, -2.84020, -0.35228], [-1.25381, -3.59596, -0.18867], [-1.48648, -4.22542, 1.01441], [0.10608, -1.91886, -1.80677], [1.63487, -1.82701, -1.99831], [-0.54262, -2.58932, -2.89539], [-0.23761, -0.37831, -1.62220], [-1.40530, 0.02025, -0.97283], [-1.37899, 1.29102, -0.52180], [-2.44591, 1.66828, 0.17777], [-3.52766, 0.84447, 0.40591], [-3.45060, -0.43012, -0.13088], [-2.40242, -0.85081, -0.82880], [-0.37882, -4.20598, 4.07621], [-1.79134, -4.88748, 3.48778], [1.33949, -3.32279, 2.66392], [1.74892, -2.16853, 0.54805], [-1.96714, -3.65530, -0.99878], [-2.39864, -4.79120, 1.16293], [-2.43003, 2.68047, 0.56612], [-4.37923, 1.17532, 0.98051], [-4.25634, -1.14498, 0.00221], [-0.12115, -1.04041, 3.83666], [0.50118, -0.52042, 2.90813], [0.00754, -0.04176, 1.82994], [2.02701, -0.53524, 3.01137], [2.67626, -1.38217, 3.89838], [4.07000, -1.53030, 3.88654], [4.76637, -0.78971, 2.96180], [6.11870, -0.78711, 2.70931], [6.32898, 0.31716, 1.83368], [5.06376, 0.66612, 1.26356], [4.13229, 0.07906, 2.10053], [2.77366, 0.23405, 2.11824], [2.07043, -1.94165, 4.59958], [4.57900, -2.20449, 4.56294], [7.01126, 0.02303, 1.03906], [6.72226, 1.16604, 2.40016], [2.21330, 0.92063, 1.48341], [4.23774, -2.84683, -3.66015], [4.69622, -1.68929, -2.29050], [4.87702, -2.58668, -0.67580], [6.23204, -0.71083, -2.69060], [2.78013, -0.02567, -1.78460], [1.66811, 3.08550, -0.13641], [2.60936, 3.44517, 1.42739], [0.18906, 4.19367, -0.21741], [2.83719, 3.49609, -1.52856], [2.04409, 0.77286, -4.14514], [0.53965, 1.85866, -3.99630], [3.49607, 1.69728, -4.86910], [1.67382, -0.70728, -5.19896], [4.86676, -3.73925, -3.58853], [4.39346, -2.39231, -4.64078], [3.19307, -3.15099, -3.58105], [5.68706, -3.31995, -0.71846], [3.95247, -3.11812, -0.43406], [5.08312, -1.88750, 0.13913], [7.11455, -1.30085, -2.42509], [6.27718, 0.22764, -2.13148], [6.28965, -0.47308, -3.75539], [2.04626, 3.20004, 2.33068], [2.83233, 4.51886, 1.43890], [3.55124, 2.89371, 1.45214], [-0.65128, 3.80428, 0.35524], [-0.14410, 4.35572, -1.24480], [0.48996, 5.15016, 0.22013], [3.78654, 2.97666, -1.36472], [3.02913, 4.57508, -1.50394], [2.46033, 3.24501, -2.51925], [0.42836, 2.28660, -2.99978], [-0.35296, 1.25715, -4.18029], [0.57716, 2.66898, -4.72977], [3.77957, 2.56860, -4.27380], [3.24211, 2.04641, -5.87545], [4.36899, 1.04302, -4.95154], [0.97596, -1.39226, -4.71272], [2.58430, -1.25821, -5.44114], [1.21766, -0.36801, -6.13457]]}